## P
A gas-phase ion, CH2O5P (charge -1), computed with ωB97M-V with the def2-TZVPD basis set.

Net charge   -1
Structure (SMILES)   O=C([O-])OP(O)O

The geometry in XYZ format:
```
9
Properties=species:S:1:pos:R:3:mulliken_charge:R:1
P 1.13 -0.47 0.35 0.062
H 0.17 1.24 1.11 0.314
O -1.91 -2.00 2.13 -0.594
H 0.45 -0.17 -1.69 0.293
C -1.19 -1.06 1.99 0.726
O 0.05 -1.46 1.02 -0.230
O 1.07 -0.73 -1.29 -0.412
O -1.15 0.10 2.36 -0.662
O 0.25 0.96 0.22 -0.495
```


## Q
A gas-phase ion, CH2O5P (charge -1), computed with ωB97M-V with the def2-TZVPD basis set.

Net charge   -1
Structure (SMILES)   O=C([O-])OP(O)O

The geometry in XYZ format:
```
9
Properties=species:S:1:pos:R:3:mulliken_charge:R:1
O 1.51 -0.75 1.64 -0.596
O -0.16 -2.19 1.19 -0.592
P -1.01 0.12 -0.73 0.205
H -0.26 1.31 0.95 0.318
C 0.61 -1.29 1.05 0.554
O 0.39 -0.53 -0.35 -0.295
O -1.02 1.40 0.37 -0.472
H 0.46 0.99 -2.03 0.306
O -0.50 0.93 -2.08 -0.428
```


## R
A molecular structure, CH2O5P, computed with ωB97M-V with the def2-TZVPD basis set.

Net charge   -1

The geometry in XYZ format:
```
9
Properties=species:S:1:pos:R:3:mulliken_charge:R:1
O -0.72 -1.39 0.25 -0.572
O 2.41 -0.60 0.87 -0.597
O -1.54 0.79 0.05 -0.538
O 2.00 0.02 -1.59 -0.595
C -1.61 -0.53 0.18 0.093
H -2.59 -0.77 0.06 0.408
H -0.45 1.02 0.15 0.424
O 0.75 1.29 0.19 -0.620
P 1.76 0.17 -0.17 0.996
```


Most stable structure - R; separation to the second - 0.0057 hartree.


## P
A single C6H8N2O2 molecule, computed with ωB97M-V with the def2-TZVPD basis set.

Net charge   0
Structure (SMILES)   C#C[C@H](/N=C\NC)C(=O)O

The geometry in XYZ format:
```
18
Properties=species:S:1:pos:R:3:mulliken_charge:R:1
N 0.17 -1.81 0.30 -0.605
H 1.67 1.63 0.56 0.345
H -3.06 -0.28 -0.93 0.316
C 2.09 -0.41 -0.28 -1.040
C 2.75 -0.01 -1.21 0.380
N -1.06 0.06 -0.39 -0.116
H -0.25 0.89 -0.49 0.342
O 0.84 1.67 1.06 -0.546
H -2.41 1.29 -1.44 0.299
H -1.49 -1.90 -0.90 0.331
C 0.52 0.28 1.56 0.359
C 1.18 -0.88 0.78 0.305
H 1.80 -1.41 1.53 0.305
C -2.41 0.55 -0.63 -0.909
H -2.82 1.01 0.28 0.297
C -0.77 -1.26 -0.39 0.021
O -0.15 0.14 2.55 -0.519
H 3.38 0.45 -1.95 0.434
```


## Q
A single C6H8N2O2 molecule, computed with ωB97M-V with the def2-TZVPD basis set.

Net charge   0
Structure (SMILES)   [H]/N=C(/O)CCc1cnoc1

The geometry in XYZ format:
```
18
Properties=species:S:1:pos:R:3:mulliken_charge:R:1
C -2.67 0.11 0.02 0.414
H 1.62 1.45 1.56 0.418
O 3.24 -0.22 -0.59 -0.183
N 3.16 0.77 0.35 -0.401
H -2.57 -1.63 0.80 0.279
H -1.03 0.48 -1.27 0.221
H -3.99 0.54 -1.24 0.358
C -1.21 0.39 -0.19 -0.165
H -1.01 1.38 0.23 0.311
H -0.45 -0.76 1.48 0.356
N -3.24 -0.96 0.41 -0.748
C -0.27 -0.66 0.41 -0.638
H 2.01 -1.68 -1.38 0.424
H -0.46 -1.64 -0.05 0.433
C 1.94 0.73 0.81 -0.434
C 1.17 -0.30 0.19 0.303
O -3.43 1.03 -0.58 -0.497
C 2.07 -0.85 -0.67 -0.451
```


Most stable structure - Q; separation to the second - 0.0561 hartree.


## P
A molecular structure, C6H8N2O2, computed with ωB97M-V with the def2-TZVPD basis set.

Net charge   0

The geometry in XYZ format:
```
18
Properties=species:S:1:pos:R:3:mulliken_charge:R:1
H 0.44 0.85 2.27 0.296
H 1.90 -0.79 0.70 0.446
N -0.51 -2.84 0.40 0.913
H -1.51 2.15 -0.59 0.268
C 1.19 1.12 1.38 -0.969
C -1.21 1.48 -1.52 -1.185
H 1.96 0.60 -0.56 0.206
H -2.17 1.54 -2.03 0.381
C 0.19 -0.42 -0.19 0.227
C -1.00 0.15 -0.99 0.793
H 0.67 2.00 0.92 0.292
H -0.38 1.91 -2.19 0.284
H 2.24 1.46 1.78 0.286
C -0.68 -1.54 -0.08 0.064
O 0.49 -3.09 1.08 -0.582
N -1.75 -0.89 -0.82 -0.709
C 1.47 0.03 0.32 -0.445
O -1.33 -3.70 0.11 -0.564
```


## Q
A single C6H8N2O2 molecule, computed with ωB97M-V with the def2-TZVPD basis set.

Net charge   0
Structure (SMILES)   C[C@H]1CCc2no[n+]([O-])c21

The geometry in XYZ format:
```
18
Properties=species:S:1:pos:R:3:mulliken_charge:R:1
N -3.01 -0.63 0.21 0.702
H 0.58 0.86 1.54 0.366
C -0.46 -0.71 0.49 0.362
C -1.81 -0.10 0.33 -0.101
H 0.13 -0.90 -1.56 0.410
N -3.13 1.56 -0.38 -0.485
O -3.86 0.44 -0.26 -0.172
H -0.19 2.27 -0.82 0.258
H 0.94 -1.83 -0.40 0.387
C 0.38 0.60 0.57 -1.072
H 1.34 0.62 0.04 0.439
H -0.57 -2.47 -0.84 0.367
C -1.90 1.26 -0.09 0.359
C 0.00 -1.56 -0.77 -1.391
H -0.53 -1.17 1.49 0.401
C -0.53 1.86 0.16 -0.478
H -0.72 2.68 0.85 0.370
O -3.49 -1.76 0.27 -0.721
```


Most stable structure - Q; separation to the second - 0.0757 hartree.


## P
A gas-phase ion, C3H3OS (charge +1), computed with ωB97M-V with the def2-TZVPD basis set.

Net charge   +1

The geometry in XYZ format:
```
8
Properties=species:S:1:pos:R:3:mulliken_charge:R:1
S -0.22 -0.22 -2.01 0.245
H 0.68 0.28 1.73 0.325
C 1.03 0.48 -0.49 -0.201
H 1.96 0.99 -0.75 0.434
C -0.92 -0.43 0.40 0.347
C 0.38 0.14 0.65 -0.314
O -1.30 -0.46 -0.81 -0.187
H -1.61 -0.79 1.28 0.350
```


## Q
2 unconnected molecules or ions with the total composition C3H3OS, computed with ωB97M-V with the def2-TZVPD basis set.

Net charge   +1

The geometry in XYZ format:
```
8
Properties=species:S:1:pos:R:3:mulliken_charge:R:1
H -0.62 0.72 -1.43 0.568
S -2.72 0.21 -0.28 0.175
O 1.52 0.15 -1.21 -0.346
C 1.20 -0.14 -0.14 0.887
H -0.17 -0.83 1.17 0.304
H 1.42 0.01 1.83 0.250
C -1.41 0.29 -0.98 0.147
C 0.78 -0.41 1.04 -0.986
```


Most stable structure - P; separation to the second - 0.0479 hartree.